This record from the OMol25 dataset describes one molecule with the formula CH4O2P2 in a non-equilibrium geometry. The level of theory is ωB97M-V with the def2-TZVPD basis set.

```
9
Properties=species:S:1:pos:R:3:forces:R:3
C 1.44518 -0.19153 -0.22562 0.3 1.2 0.0
O -2.02546 -0.28934 -1.53103 1.3 1.2 0.4
O -1.43980 -1.83864 0.36564 0.8 0.0 0.9
P -1.22701 -0.57489 -0.32679 -2.7 -1.6 -1.0
P 0.21344 0.73104 0.58219 -1.2 0.0 1.2
H 2.47761 0.15844 -0.26684 -0.1 0.0 0.5
H 1.13186 -0.34658 -1.24965 -0.2 -0.1 -0.4
H -0.65583 2.05095 0.66437 1.5 -1.3 -0.3
H 0.08001 0.30054 1.98773 0.3 0.7 -1.3
```
Forces are in eV/Å.

As for the energy above the lowest of the compared OMol25 structures with the same formula, charge and spin: 81.8 kcal/mol. The calculation puts the LUMO energy at -0.86 eV. As for the HOMO energy: -9.3286 eV. The value obtained for the HOMO-LUMO gap is 8.47 eV. The total energy is -23771.6116 eV. As for the multiplicity: 1. Its structure (SMILES) is C=[PH2]P(=O)=O.

=====

This record from the OMol25 dataset describes one molecule with the formula C5H9O2P in a non-equilibrium geometry. The level of theory is ωB97M-V with the def2-TZVPD basis set.

```
17
Properties=species:S:1:pos:R:3:forces:R:3
C 0.45443 -1.11572 0.86922 -2.2 0.6 -2.1
C 0.14657 -0.08723 1.65943 -0.1 0.4 -1.7
C -0.14018 -1.46754 -0.47501 -0.1 -1.1 -1.5
C 0.13433 -2.67209 -1.11171 -1.7 4.9 1.5
C -0.14771 1.79493 -0.66057 -0.1 0.3 0.3
O -0.14900 2.64457 1.79560 -0.1 -0.3 0.6
O -2.24648 1.34618 1.25931 0.9 -0.4 -0.8
P -0.77791 1.36048 0.99328 -1.0 0.2 1.7
H 1.20313 -1.74957 1.20187 1.1 -1.6 0.6
H 0.69403 -0.12664 2.57050 0.0 0.8 0.9
H -0.87970 -0.79136 -1.05283 1.4 -0.8 1.4
H 0.62753 -3.38180 -0.56250 1.5 -1.9 0.7
H -0.27816 -2.79413 -2.07958 -0.2 -0.6 -0.6
H -0.64752 2.82811 2.62920 0.4 -0.4 -1.0
H -0.06337 2.89698 -0.44675 0.7 -1.0 -0.9
H 0.70417 1.19795 -1.02731 0.3 0.8 0.8
H -0.82543 1.64816 -1.48731 -0.9 0.1 0.2
```
Forces are in eV/Å.

As for the energy above the lowest of the compared OMol25 structures with the same formula, charge and spin: 11.7 kcal/mol. The calculation puts the LUMO energy at 0.22 eV. As for the HOMO energy: -9.3550 eV. The value obtained for the HOMO-LUMO gap is 9.57 eV. The total energy is -18714.3814 eV. As for the multiplicity: 1. Its structure (SMILES) is C=C/C=C\[P@@](C)(=O)O.

=====

This record from the OMol25 dataset describes one molecule with the formula C2H4N4S in a non-equilibrium geometry. The level of theory is ωB97M-V with the def2-TZVPD basis set.

```
11
Properties=species:S:1:pos:R:3:forces:R:3
C 0.48209 -0.52235 -1.36732 1.4 1.2 4.0
C -0.50095 -0.34908 -0.19558 2.8 1.3 2.1
H 2.53061 -0.30981 0.13962 -0.3 0.0 -0.3
H 0.06560 -0.15196 -2.24212 -0.5 0.7 -1.5
H 0.85298 -1.47226 -1.40491 0.5 -2.6 -0.7
H -1.27189 0.82285 2.72968 2.1 -1.4 -2.4
N -1.56064 0.39180 -0.36458 -1.7 2.0 2.3
N -1.83462 0.93799 0.83392 -0.8 0.4 -1.0
N -0.89443 0.56503 1.72079 -3.5 -0.2 -2.0
N -0.10328 -0.30020 1.13050 1.9 -1.0 0.0
S 2.23453 0.38797 -0.98000 -1.9 -0.5 -0.4
```
Forces are in eV/Å.

As for the energy above the lowest of the compared OMol25 structures with the same formula, charge and spin: 71.2 kcal/mol. The calculation puts the LUMO energy at 0.42 eV. As for the HOMO energy: -9.3834 eV. The value obtained for the HOMO-LUMO gap is 9.80 eV. The total energy is -18931.4641 eV. As for the multiplicity: 1. Its structure (SMILES) is SCc1nn[nH]n1.

=====

This record from the OMol25 dataset describes C22H66O11S11 as an isolated structure in a non-equilibrium geometry. The level of theory is ωB97M-V with the def2-TZVPD basis set.

```
110
Properties=species:S:1:pos:R:3:forces:R:3
C 31.74967 32.20903 7.46640 0.5 -0.8 -2.7
S 30.41027 33.27383 7.04294 0.4 2.7 0.6
O 31.02733 34.52230 6.33398 -1.1 -2.1 0.8
C 29.67714 32.23390 5.83321 3.2 -3.9 -0.8
H 31.24796 31.31427 7.77743 0.1 -0.8 0.0
H 32.30096 32.54712 8.27139 0.9 1.2 1.7
H 32.47968 32.08645 6.59028 -1.3 -0.1 1.0
H 28.68190 32.46091 5.65055 -1.4 1.5 -1.2
H 29.42200 31.07956 6.24562 1.5 2.9 -0.8
H 30.56098 32.27624 4.98606 -2.9 -0.5 1.4
C 32.24406 34.29701 11.29775 2.0 2.1 0.7
S 30.52849 34.16336 11.68951 -0.4 1.8 0.0
O 30.01813 33.44532 10.52941 -1.2 -0.8 -2.6
C 30.33401 32.94755 12.94439 4.8 -0.6 -1.2
H 32.45947 35.26833 10.76312 -1.0 -1.0 0.0
H 32.53787 33.48261 10.65791 0.2 -0.5 0.0
H 32.93582 34.50911 12.14814 -0.6 -0.9 -0.1
H 29.47212 32.45317 12.56404 -0.9 -0.5 0.8
H 30.52587 33.57350 13.76009 -1.2 0.2 2.3
H 31.32205 32.35702 12.88683 -1.8 0.0 0.0
C 26.18728 29.84182 6.46650 -3.6 2.0 -4.2
S 25.23526 30.65206 7.70671 4.8 -3.9 7.8
O 24.41446 29.45623 8.29143 0.8 2.9 -0.6
C 26.50351 31.00092 8.93807 4.0 -3.4 -0.7
H 26.59016 28.95418 6.70215 2.4 -2.6 1.7
H 26.64136 30.77995 6.02527 0.7 -4.7 -0.1
H 25.39159 29.37109 5.60860 1.6 1.8 2.3
H 26.19929 31.50738 9.79210 -1.2 0.2 1.8
H 27.25614 31.64851 8.52672 -0.3 1.2 -1.1
H 27.24574 30.20172 9.02410 0.1 -1.1 1.7
C 26.60394 34.27645 13.28673 2.9 0.8 -2.7
S 25.07344 34.33403 12.40894 -0.1 -4.0 -1.1
O 24.85560 32.89462 11.86520 0.5 2.1 0.0
C 24.16463 34.26182 13.88410 -3.1 -5.0 -1.9
H 26.58594 35.21559 13.91543 0.8 -1.0 -0.7
H 27.51568 34.17109 12.37880 -2.5 0.8 2.9
H 26.61258 33.35840 13.84458 0.1 -0.3 0.4
H 24.14321 33.32350 14.48204 1.7 0.6 -0.2
H 23.15620 34.04208 13.50839 -0.4 1.5 0.1
H 24.40775 35.11535 14.29565 0.1 4.3 3.1
C 26.31098 41.74229 8.07485 -1.0 3.8 -1.8
S 26.32386 40.10169 7.51715 0.5 -1.8 -0.9
O 26.79687 39.26067 8.63233 0.8 -0.4 0.9
C 24.59406 39.71550 7.36873 -1.5 2.5 -0.3
H 25.49973 41.92160 8.75556 -0.7 0.2 0.1
H 26.34372 42.54762 7.18631 -0.9 -2.1 1.5
H 27.14518 42.17402 8.57483 1.4 -1.0 0.6
H 24.07355 40.50101 6.82534 0.6 -0.1 -1.7
H 23.87272 39.88342 8.12095 0.3 0.3 2.8
H 24.24171 38.75944 7.11570 0.8 -1.5 -1.3
C 26.09318 38.59620 11.91043 -1.4 -5.8 -1.1
S 24.73250 38.38628 10.74669 -2.0 -1.6 0.3
O 24.06895 37.06229 11.08544 0.8 0.7 -0.4
C 23.57578 39.56488 11.49075 3.2 4.8 0.7
H 26.77631 37.70384 11.87432 -0.5 1.1 -0.3
H 25.66283 38.66132 12.82547 -1.3 -0.2 3.0
H 26.45285 39.46592 11.71522 3.2 5.4 -1.5
H 24.07380 40.72020 11.11308 -1.0 -3.1 1.3
H 23.66903 39.57142 12.64490 -0.6 -0.2 -2.0
H 22.60592 39.74847 11.05355 -0.4 -1.1 0.0
C 28.09429 35.62468 8.51141 1.4 5.4 -2.0
S 26.71623 35.03486 7.67699 -0.1 -2.6 0.1
O 27.14032 33.65736 7.02083 3.3 7.4 6.9
C 25.84334 34.61173 9.19331 -3.6 0.1 1.5
H 27.70654 36.75402 8.89255 1.6 -3.0 -0.7
H 28.97792 35.71337 7.73872 -1.8 0.4 1.0
H 28.55744 34.99229 9.17957 0.2 -1.5 2.2
H 26.32830 33.74614 9.74025 0.0 1.4 -0.5
H 24.71375 34.17566 9.06100 2.9 1.3 -0.1
H 25.64114 35.63227 9.77714 0.8 -2.3 -0.9
C 28.72807 35.97834 4.22822 -2.2 0.7 0.9
S 30.32070 35.93174 3.78307 3.5 1.0 -2.8
O 30.39365 36.46958 2.36640 0.0 -0.4 0.5
C 30.94083 37.27603 4.76644 -3.1 -10.4 4.5
H 28.33967 35.46964 3.41460 -1.3 -2.1 -1.1
H 28.09702 36.84121 4.18492 0.4 1.4 0.4
H 28.73683 35.51402 5.17665 -0.8 -1.0 1.0
H 31.81160 37.34561 4.48966 9.6 0.6 -1.6
H 30.58189 37.01522 5.71328 0.8 -0.3 2.0
H 30.49307 37.99112 4.50539 -6.7 10.5 -4.1
C 20.02287 32.46823 8.52663 -0.9 1.8 -5.2
S 21.45013 31.55960 8.24994 2.5 0.1 -2.1
O 22.37924 32.47716 7.38413 -3.9 -0.2 2.3
C 22.05105 31.68288 9.88224 3.4 -0.8 0.9
H 19.44341 32.59278 7.49784 0.7 -0.9 2.3
H 20.36052 33.44916 8.64001 0.6 1.8 0.7
H 19.51032 32.16881 9.34377 -2.0 -1.2 2.3
H 21.35316 31.46454 10.69658 0.2 -0.3 -0.4
H 22.56316 32.62902 10.06021 -0.7 0.6 -0.2
H 23.02589 31.05207 9.87640 -1.9 0.2 0.3
C 24.06797 33.79376 5.70879 -0.3 0.3 -2.7
S 24.75817 32.78213 6.93484 5.2 0.0 1.8
O 24.18430 31.34005 6.90909 -10.6 -0.4 -9.2
C 26.21740 32.38867 5.99659 -3.9 4.8 -6.2
H 23.05575 33.64377 5.99624 -1.4 1.8 0.1
H 24.07413 33.23101 4.75893 0.5 0.8 -0.1
H 24.67371 34.85316 5.67591 -1.9 -2.8 0.3
H 26.79754 33.37613 5.74149 -2.0 -2.4 -2.4
H 26.01156 31.80335 5.16081 -1.8 -0.7 -1.9
H 26.85010 31.84726 6.46966 4.2 -1.5 3.7
C 32.05463 39.15049 11.76105 0.7 -2.4 0.0
S 30.79058 38.11506 10.86827 0.7 0.8 0.6
O 30.17546 37.26756 11.92814 -0.1 0.4 -0.1
C 29.62538 39.40441 10.40573 1.0 0.2 -1.5
H 32.53743 39.90183 11.17106 0.7 -0.2 -1.0
H 32.76200 38.35164 12.23869 -1.2 1.8 -0.9
H 31.58407 39.74236 12.48916 -1.0 0.3 1.5
H 29.23527 40.07522 11.09357 -0.5 0.7 2.5
H 28.78427 38.89862 9.97657 -0.3 -0.2 -0.7
H 30.07931 40.15298 9.72359 0.0 -1.0 -0.4
```
Forces are in eV/Å.

As for the energy above the lowest of the compared OMol25 structures with the same formula, charge and spin: 639.4 kcal/mol. The calculation puts the LUMO energy at -0.27 eV. As for the HOMO energy: -3.3775 eV. The value obtained for the HOMO-LUMO gap is 3.11 eV. The total energy is -165558.6406 eV. As for the multiplicity: 1.

=====

This record from the OMol25 dataset describes one molecule with the formula CH2O2S in a non-equilibrium geometry. The level of theory is ωB97M-V with the def2-TZVPD basis set.

```
6
Properties=species:S:1:pos:R:3:forces:R:3
C -0.16812 -0.11438 -0.41222 0.0 0.3 -1.3
O -1.08220 -0.89336 0.23069 -0.2 1.2 0.5
O -1.06459 0.64732 0.36735 0.7 -1.8 -0.5
S 1.61628 -0.18884 0.23301 -1.3 -0.8 -2.3
H -0.40366 -0.01741 -1.53672 1.1 -0.1 1.7
H 1.10229 0.56667 1.11789 -0.2 1.2 2.0
```
Forces are in eV/Å.

As for the energy above the lowest of the compared OMol25 structures with the same formula, charge and spin: 107.3 kcal/mol. The calculation puts the LUMO energy at 0.21 eV. As for the HOMO energy: -10.1373 eV. The value obtained for the HOMO-LUMO gap is 10.34 eV. The total energy is -15995.2811 eV. As for the multiplicity: 1. Its structure (SMILES) is SC1OO1.

=====

This record from the OMol25 dataset describes a 4-piece molecular cluster, C4H13NO3 overall in a non-equilibrium geometry. The level of theory is ωB97M-V with the def2-TZVPD basis set.

```
21
Properties=species:S:1:pos:R:3:forces:R:3
C -1.26602 -0.97265 -0.50066 -0.6 -1.4 0.4
C -0.34207 -0.46507 0.43149 3.4 -0.2 4.5
N -0.00798 0.90557 0.21386 -2.0 -1.7 0.4
C -1.19201 1.73885 0.02269 1.5 -1.0 -2.5
C 0.90680 1.40503 1.15334 3.3 1.2 -0.7
O 0.39863 -1.14919 1.27592 -2.2 1.5 -3.0
H -1.54564 -2.03551 -0.45416 0.0 0.7 0.2
H -1.24953 -0.48968 -1.47821 -0.8 0.2 0.3
H -1.84852 0.02190 1.60697 -0.1 -1.0 -1.9
H -1.55312 2.10525 0.92332 -0.9 0.7 2.0
H -0.84491 2.49383 -0.62828 0.0 1.5 -0.5
H -1.95680 1.20726 -0.52958 -0.2 0.1 0.3
H 1.28255 2.39288 0.79459 -0.4 -0.5 0.2
H 1.81636 0.76138 1.16848 -0.8 0.4 0.2
H 0.55214 1.54407 2.14323 -0.7 -0.1 1.1
H 1.03484 -2.30423 0.09768 0.2 -0.4 0.4
H 1.55179 -3.62262 -0.64736 0.2 -0.2 0.3
O 1.12376 -2.77882 -0.74932 -0.5 0.4 -0.7
H 1.00404 -1.00801 -1.81794 0.7 0.0 -0.3
H 0.89080 0.32410 -1.08674 0.8 0.0 -1.6
O 1.24487 -0.07436 -1.93932 -0.7 0.0 0.8
```
Forces are in eV/Å.

As for the energy above the lowest of the compared OMol25 structures with the same formula, charge and spin: 160.8 kcal/mol. The calculation puts the LUMO energy at -2.96 eV. As for the HOMO energy: -9.5086 eV. The value obtained for the HOMO-LUMO gap is 6.55 eV. The total energy is -11985.4998 eV. As for the multiplicity: 1.